No. 1
The following is a quantum chemistry calculation of a single C15H18N2O5S molecule, from OMol25.

XYZ file:
```
41
Properties=species:S:1:pos:R:3
C 1.71159 0.10299 1.53020
C 0.78169 -1.01915 1.06780
N -0.50175 -0.54118 0.58991
C -0.95616 -0.62183 -0.68023
O -2.09556 -0.34588 -0.99171
C -0.00095 -1.15295 -1.76034
N 1.20717 -0.37783 -1.88129
C 1.27446 0.98431 -1.68226
O 0.39743 1.70064 -1.28878
O 2.53887 1.39926 -1.96653
C 3.26216 0.30825 -2.35963
C 4.58212 0.23823 -2.74514
C 5.06432 -1.01568 -3.09729
C 4.25268 -2.14089 -3.06343
C 2.92268 -2.06817 -2.67566
C 2.43888 -0.82365 -2.32154
C -1.37163 0.05126 1.60115
C -1.76127 1.50113 1.27042
C -2.63923 1.99277 2.40273
S -3.46056 0.47064 3.00575
O -4.88439 0.52771 2.83864
O -2.96597 0.17170 4.32481
C -2.67776 -0.68772 1.83514
H 1.80931 0.86616 0.76439
H 2.69545 -0.30702 1.74398
H 1.33728 0.57842 2.43253
H 1.27326 -1.59334 0.28445
H 0.59574 -1.70023 1.90726
H 0.26305 -2.19385 -1.55396
H -0.56782 -1.11733 -2.69865
H 5.20263 1.11795 -2.77121
H 6.09277 -1.11446 -3.40640
H 4.66295 -3.09732 -3.34791
H 2.29671 -2.94606 -2.65974
H -0.82135 0.04288 2.54664
H -2.30782 1.50436 0.32784
H -0.86960 2.11397 1.13674
H -3.40107 2.69753 2.09058
H -2.07397 2.38866 3.24147
H -2.56165 -1.65281 2.31605
H -3.28152 -0.75470 0.93659
```

E_HOMO = -9.02 eV
LUMO energy = 0.410 eV
Energy relative to the best compared isomer or geometry (same formula, charge and spin) = 0.924 eV


No. 2
The following is a quantum chemistry calculation of a single C15H18N4O3 molecule at a distorted geometry, from OMol25.

XYZ file:
```
40
Properties=species:S:1:pos:R:3
N 3.43154 -2.05951 1.47855
C 2.59745 -0.96814 0.96055
C 3.36607 0.43512 0.97085
C 2.49154 1.44847 0.36863
C 2.98025 2.49001 -0.35488
N 1.85131 3.11085 -0.71360
C 0.76365 2.36846 -0.31798
N 1.11918 1.35969 0.46105
C 2.42641 -1.17141 -0.52968
O 3.40105 -1.58899 -1.21959
N 1.15339 -1.03136 -1.09394
C -0.10446 -0.84807 -0.32643
C -1.14635 0.01739 -1.13471
C -2.44681 0.05046 -0.41124
C -2.42945 0.76192 0.84460
C -3.74150 1.21257 1.36846
C -4.92397 0.68746 0.77307
C -4.88420 -0.10717 -0.39075
C -3.62599 -0.31020 -1.03055
C -0.61682 -2.19858 0.12432
O -0.72207 -2.77079 1.23556
O -0.90423 -2.79938 -1.01686
H 4.16978 -2.04777 0.68279
H 2.86694 -2.95167 1.09464
H 1.64587 -1.04783 1.51730
H 3.81985 0.73540 2.00152
H 4.35242 0.44507 0.24451
H 3.93983 2.63412 -0.64242
H 1.97871 3.91262 -1.35049
H -0.30947 2.52667 -0.37621
H 1.13298 -1.17896 -2.14400
H 0.23819 -0.27894 0.46564
H -1.16244 -0.48516 -2.08770
H -0.58447 0.91075 -1.14197
H -1.47806 1.13696 1.27340
H -3.81850 1.76715 2.34745
H -6.03328 0.79452 1.24050
H -5.89996 -0.47457 -0.60372
H -3.56142 -0.87025 -1.84204
H -1.33298 -3.61693 -0.72462
```

E_HOMO = -8.91 eV
LUMO energy = 0.478 eV
Energy relative to the best compared isomer or geometry (same formula, charge and spin) = 4.230 eV


No. 3
The following is a quantum chemistry calculation of a single C15H18N4O4 molecule at a distorted geometry, from OMol25.

XYZ file:
```
41
Properties=species:S:1:pos:R:3
N -1.20561 3.90185 -0.46347
C -1.06066 2.47620 -0.33084
C -2.40139 1.79785 -0.57110
C -2.46627 0.34664 0.13264
C -2.05979 0.04626 1.36677
C -1.74008 -1.24321 1.77473
C -1.95127 -2.24591 0.84783
O -1.50495 -3.47680 1.22924
C -2.69859 -2.07084 -0.32228
C -3.04649 -0.72701 -0.63748
C -0.04191 1.77852 -1.17366
O -0.04298 1.85113 -2.36994
N 0.87290 0.95602 -0.48754
C 1.29565 0.67765 1.00703
C 1.53934 -0.87213 1.21255
C 2.07063 -1.42656 -0.00249
C 1.29864 -1.98980 -1.04727
N 2.20622 -2.52147 -1.87045
C 3.45363 -2.16195 -1.38004
N 3.43664 -1.60622 -0.14828
C 2.50348 1.62598 1.42129
O 2.73375 2.06434 2.49338
O 3.32767 1.83960 0.35807
H -1.71546 4.19380 -1.25774
H -0.36216 4.43447 -0.43761
H -0.90053 2.38268 0.74447
H -2.60107 1.58733 -1.58818
H -3.12808 2.48200 -0.31526
H -1.87042 0.92313 1.96277
H -1.31965 -1.48586 2.73105
H -1.91293 -4.22354 0.67221
H -2.93491 -2.96987 -0.86228
H -3.52258 -0.59363 -1.62209
H 1.61587 0.67517 -1.04780
H 0.48197 1.03857 1.61441
H 2.30432 -1.11247 1.95156
H 0.54274 -1.21236 1.43900
H 0.25001 -2.27973 -0.98477
H 2.15163 -2.98769 -2.76057
H 4.34477 -2.28241 -1.85710
H 4.05795 2.41027 0.57922
```

E_HOMO = -8.39 eV
LUMO energy = 0.473 eV
Energy relative to the best compared isomer or geometry (same formula, charge and spin) = 3.898 eV


No. 4
The following is a quantum chemistry calculation of a molecular structure, C15H18NO2PdSSe2, from OMol25.

XYZ file:
```
40
Properties=species:S:1:pos:R:3
Pd -0.84434 -0.17553 0.00048
O -0.20898 -6.39063 -0.04496
C 0.70230 -5.30501 -0.23418
C -0.03069 -4.06585 -0.76985
C -0.77668 -4.52005 -2.04160
O -1.08931 -3.52032 -2.98351
C 1.08727 -3.04325 -1.01506
Se 0.74652 -1.18419 -1.56797
C -0.98721 -3.60729 0.33098
Se -2.21845 -2.14967 -0.07920
H 0.25033 -7.08474 0.43314
H 1.47965 -5.59458 -0.95300
H 1.18806 -5.04821 0.71457
H -1.67807 -5.05752 -1.71908
H -0.15031 -5.24232 -2.57633
H -1.36794 -2.73046 -2.49049
H 1.74575 -3.42428 -1.80029
H 1.68073 -2.98302 -0.09967
H -0.41578 -3.32252 1.21702
H -1.63394 -4.44092 0.60739
C 0.37004 2.13829 -2.29016
C 0.41146 2.62733 -0.87960
C 1.04936 3.86967 -0.62698
C 1.07563 4.37818 0.62974
C 0.39533 3.70353 1.66780
C 0.30733 4.23989 2.97147
C -0.44059 3.58568 3.91218
C -1.12327 2.40588 3.58751
C -1.05251 1.83277 2.32849
S -1.96048 0.40332 1.94488
C -0.23893 2.48336 1.34754
N -0.14839 1.92907 0.08692
H 0.40502 2.98349 -2.97846
H -0.53072 1.55506 -2.47384
H 1.22123 1.48654 -2.49143
H 1.51472 4.38823 -1.45479
H 1.57424 5.31652 0.84636
H 0.82258 5.16587 3.19651
H -0.52246 3.98518 4.91629
H -1.73640 1.91682 4.33425
```

Charge = -1
E_HOMO = -3.71 eV
LUMO energy = 2.671 eV
Energy relative to the best compared isomer or geometry (same formula, charge and spin) = 0.059 eV


No. 5
The following is a quantum chemistry calculation of a molecular structure, C15H19AuBF4PSbSe2, from OMol25.

XYZ file:
```
44
Properties=species:S:1:pos:R:3
Au -0.30377 -1.77139 0.51461
Se 1.28838 0.00905 0.03305
P -0.27710 0.70103 -1.36941
Se -1.26515 -1.18784 -1.70907
C 0.40454 1.41723 -2.84894
C 0.94046 2.70664 -2.76260
C 1.51891 3.27774 -3.87971
C 1.55845 2.56996 -5.07614
C 1.02440 1.29266 -5.16015
C 0.45160 0.70546 -4.04432
C -1.34107 1.93893 -0.62107
C -2.46448 2.32506 -1.35471
C -3.34550 3.24523 -0.81973
C -3.11050 3.78021 0.44228
C -1.99240 3.40080 1.16724
C -1.10447 2.47475 0.63863
H 0.89321 3.26310 -1.83410
H 1.93796 4.27205 -3.82126
H 2.00998 3.02076 -5.94897
H 1.05964 0.74908 -6.09364
H 0.04718 -0.29736 -4.10458
H -2.65161 1.90762 -2.33803
H -4.21777 3.54460 -1.38305
H -3.80338 4.49951 0.85732
H -1.80942 3.82374 2.14503
H -0.23244 2.17623 1.20662
C -0.09991 -0.80436 4.08272
Sb 0.45606 -2.48090 2.90279
C -1.11128 -3.86333 3.23405
C 2.11591 -3.28552 3.89827
H -0.21182 -1.10978 5.12155
H -1.04491 -0.41139 3.71358
H 0.66829 -0.03713 4.01477
H -1.21501 -3.98427 4.31104
H -0.85529 -4.81289 2.77095
H -2.04554 -3.49070 2.81947
H 1.76434 -3.56017 4.89202
H 2.90845 -2.54515 3.96850
H 2.46147 -4.14956 3.34205
F 3.59500 -3.84127 -0.16391
B 2.23774 -3.90204 -0.24066
F 1.71826 -3.80714 1.15816
F 1.72322 -5.02757 -0.79941
F 1.71936 -2.73172 -0.86124
```

Charge = +1
E_HOMO (alpha / beta) = -12.28 / -12.28 eV
LUMO energy (alpha / beta) = -6.592 / -6.591 eV


No. 6
The following is a quantum chemistry calculation of 3 unconnected molecules or ions with the total composition C15H19BFO6P at a distorted geometry, from OMol25.

XYZ file:
```
43
Properties=species:S:1:pos:R:3
C 1.64943 2.91349 -1.17733
C 0.79051 1.82814 -0.55510
F 0.41535 2.27071 0.72550
P -0.87097 1.66614 -1.50733
C -2.55023 1.58090 -2.45352
B -3.63575 2.24973 -1.55361
O -3.71043 3.61963 -1.44656
O -4.53691 1.49854 -0.79612
H 2.66539 2.59669 -1.36295
H 1.70662 3.73118 -0.47325
H 1.19567 3.32055 -2.07308
H 1.30218 0.87290 -0.48855
H -0.17232 1.73053 -2.74860
H -1.14944 0.44201 -0.85764
H -1.28049 2.83942 -0.81025
H -2.81384 0.55695 -2.68203
H -2.48413 2.17159 -3.36131
H -3.77523 3.82058 -0.49754
H -4.06980 1.00645 -0.10111
O 3.44415 -1.47416 1.25467
C 3.17339 -0.75385 2.19392
C 1.81372 -0.19188 2.35960
C 1.51226 0.60154 3.38283
C 2.52832 0.95329 4.40547
O 2.25788 1.67371 5.34101
C 3.89257 0.38875 4.24013
C 4.19154 -0.40339 3.21434
H 1.08729 -0.46199 1.60228
H 0.52574 1.02524 3.51706
H 4.61862 0.65870 4.99621
H 5.17837 -0.82572 3.07393
O -1.24816 -1.52619 0.48273
C -1.17018 -2.42979 -0.32562
C -2.37691 -3.16070 -0.78000
C -2.28916 -4.14841 -1.66655
C -0.98045 -4.55751 -2.23690
O -0.90127 -5.45529 -3.04506
C 0.22692 -3.82375 -1.77963
C 0.13833 -2.83599 -0.89316
H -3.32038 -2.84532 -0.35285
H -3.15586 -4.69634 -2.01311
H 1.17079 -4.13817 -2.20595
H 1.00688 -2.28890 -0.54498
```

E_HOMO = -8.54 eV
LUMO energy = -1.795 eV


No. 7
The following is a quantum chemistry calculation of a molecular structure, C15H19BrN4ORhS4Sb at a distorted geometry, from OMol25.

XYZ file:
```
46
Properties=species:S:1:pos:R:3
Rh 0.26080 -0.54616 -0.39910
S 2.99958 2.45179 1.83868
Sb 3.02835 0.17256 1.59232
S 0.63783 -0.42417 1.87798
S 2.53451 -0.23264 -0.79579
C 0.37578 4.86504 0.92689
C 0.25019 3.81633 -0.13506
C 0.22061 4.11894 -1.48221
C 0.11731 3.10906 -2.43399
C 0.04147 1.82254 -1.97216
Br -0.11010 0.36033 -3.16473
N 0.06659 1.49515 -0.68337
C 0.18939 2.46695 0.22273
H 0.39318 5.86359 0.49189
H 1.29665 4.69608 1.48707
H -0.45468 4.81045 1.63282
H 0.28653 5.15129 -1.80380
H 0.09018 3.31475 -3.49332
H 0.24266 2.14827 1.25485
C -2.23836 -2.53812 1.95646
N -2.46007 -1.11690 2.12278
C -2.48971 -0.49093 3.44285
C -2.37040 1.00828 3.12203
N -2.56157 1.02083 1.67105
C -2.43764 -0.21396 1.15175
S -2.31099 -0.53047 -0.51916
H -1.54034 -2.87335 2.72230
H -1.79661 -2.72084 0.98032
H -3.17484 -3.09306 2.04330
H -1.65255 -0.85079 4.04057
H -3.42325 -0.73546 3.95424
H -1.38388 1.39081 3.38533
H -3.13394 1.60279 3.61961
H -2.29182 1.80731 1.10477
O 0.30876 -2.63078 -0.53034
N 1.11068 -3.04402 -1.50863
C 0.60595 -3.19992 -2.74313
C 1.41907 -3.58874 -3.78151
C 2.76580 -3.83223 -3.53834
C 3.24915 -3.69664 -2.25093
C 2.39870 -3.29489 -1.23883
H -0.44918 -2.98726 -2.82994
H 0.99200 -3.69884 -4.76766
H 3.42557 -4.11898 -4.34523
H 4.28555 -3.88530 -2.01362
H 2.68710 -3.14870 -0.21171
```

E_HOMO = -6.29 eV
LUMO energy = -0.439 eV
Energy relative to the best compared isomer or geometry (same formula, charge and spin) = 0.585 eV


No. 8
The following is a quantum chemistry calculation of a molecular structure, C15H19Cl2MgN3O3, from OMol25.

XYZ file:
```
43
Properties=species:S:1:pos:R:3
Mg -0.14436 0.21557 -0.12018
Cl 0.56764 -2.53436 -4.04965
C 1.76135 -1.91553 -2.96613
C 3.11220 -2.12503 -3.26084
C 4.09651 -1.65786 -2.43181
Cl 5.76240 -1.94729 -2.83051
C 3.76445 -0.94296 -1.26306
C 4.69748 -0.40506 -0.35359
C 4.26311 0.28839 0.74484
C 2.88556 0.45152 0.94296
N 1.98768 -0.04513 0.12115
C 2.38969 -0.73708 -0.97627
C 1.33632 -1.23363 -1.82700
O 0.10031 -1.03483 -1.50958
H 3.37418 -2.66607 -4.15948
H 5.75231 -0.54569 -0.54576
H 4.96095 0.71515 1.45100
H 2.51013 1.00760 1.79480
C -3.37425 -2.18236 2.86707
C -2.87256 -0.75353 3.07527
C -4.05141 0.20918 3.18943
C -2.01929 -0.66881 4.34837
N -2.14100 -0.32932 1.87180
N -0.91343 -1.00973 1.60054
H -4.04835 -2.47121 3.67335
H -2.54779 -2.89655 2.85347
H -3.91065 -2.24891 1.91983
H -4.69997 -0.07922 4.01574
H -4.63059 0.20603 2.26556
H -3.69738 1.22709 3.37071
H -2.63298 -0.89228 5.22103
H -1.60937 0.33681 4.46832
H -1.19620 -1.38757 4.34201
H -1.95491 0.66922 1.90743
H -1.14098 -1.90952 1.19221
H -0.36332 -1.18567 2.43796
C -1.82156 3.87735 0.92773
O -1.27438 2.55375 0.81582
C -0.77918 2.17604 -0.44727
O -0.79856 2.99361 -1.33407
H -2.19742 3.97727 1.94353
H -2.63059 4.01365 0.21147
H -1.05729 4.62846 0.73365
```

E_HOMO = -7.64 eV
LUMO energy = -0.241 eV
Energy relative to the best compared isomer or geometry (same formula, charge and spin) = 0.326 eV